Record 1
This record from the Open Molecules 2025 dataset describes C34H39BrI2InN5O6S as an isolated structure. The level of theory is ωB97M-V/def2-TZVPD.

Structure (ORCA input):
```
! RIJCOSX wB97M-V def2-TZVPD def2/J DEFGRID3
* xyz 2 1
In 0.07418 0.57795 0.82772
C 1.59593 3.84522 1.30389
O 0.65214 3.00920 0.55232
C -0.32534 3.67541 -0.07816
C -0.44226 5.07234 -0.04670
C -1.60939 5.65306 -0.63595
Br -2.11201 7.46668 -0.22601
C -2.44581 4.81423 -1.36718
C -2.17642 3.44258 -1.48350
C -1.22125 2.82107 -0.73238
O -1.26511 1.47413 -0.61034
C -3.08475 2.61974 -2.21431
N -3.14555 1.29521 -2.34731
C -4.21195 0.87298 -3.15603
C -4.54469 -0.41477 -3.54461
C -5.65373 -0.43467 -4.35379
C -6.14707 0.73398 -4.89637
C -5.79349 2.03847 -4.56327
C -4.80005 2.06939 -3.60177
N -4.08315 3.05606 -3.00544
H 1.96987 4.56018 0.56460
H 2.41835 3.18132 1.66446
H 1.10698 4.38462 2.07881
H 0.43497 5.60191 0.25181
H -3.33767 5.13755 -1.81221
H -2.47930 0.62938 -1.86332
H -3.94312 -1.32105 -3.22151
H -5.88589 -1.42471 -4.65993
H -6.92696 0.77834 -5.63081
H -6.21590 2.90294 -4.97747
H -4.26316 4.05678 -3.03484
O -2.36267 -1.18201 3.63431
C -1.54801 -0.81115 2.82493
O -1.52752 0.23188 2.08643
C -0.43249 -1.91289 2.49183
C -0.43796 -3.13257 3.10883
C 0.37289 -4.13637 2.59772
C 1.25321 -3.84285 1.58795
C 1.21779 -2.58217 1.02330
N 0.40003 -1.63085 1.46239
H -1.15443 -3.25367 3.87257
H 0.41097 -5.14620 3.02156
H 1.88484 -4.62366 1.13142
H 1.76681 -2.34951 0.10852
I -4.37703 -1.83189 1.05098
C -4.55511 -2.84420 -0.91238
I -2.60957 -3.24684 -1.61067
H -5.08444 -2.07727 -1.47117
H -5.12237 -3.77324 -0.81296
C 4.58376 -4.87017 -3.17355
C 3.77437 -3.56808 -3.04266
C 4.32621 -2.44875 -2.46672
C 3.56993 -1.34084 -2.17527
C 2.26111 -1.28582 -2.66573
C 1.79185 -2.30523 -3.48298
C 2.56196 -3.45861 -3.63896
S 1.19116 0.09513 -2.20636
C 2.16419 1.42950 -2.75966
O 1.41437 0.08218 -0.70187
H 5.14816 -4.94430 -4.11042
H 4.08617 -5.79326 -3.02987
H 5.36267 -4.84911 -2.38648
H 5.39453 -2.48070 -2.14793
H 3.96655 -0.57598 -1.50376
H 0.84541 -2.33861 -3.93038
H 2.20484 -4.23550 -4.29180
H 2.95809 1.54984 -2.08075
H 1.55911 2.34312 -2.93027
H 2.55491 1.28528 -3.81237
C 0.03120 1.98871 4.62823
N 1.03237 0.93313 4.63990
C 1.58393 0.75683 5.98220
C 1.65204 0.52416 3.57296
O 1.53296 1.07802 2.40432
N 2.50705 -0.55776 3.58114
C 2.46253 -1.64324 4.54323
C 3.58420 -0.61053 2.62347
H -0.68197 1.86159 5.44164
H -0.57769 2.18564 3.74281
H 0.50900 2.93726 4.67618
H 1.67232 1.72531 6.45633
H 2.64649 0.44228 5.95666
H 0.95376 0.08442 6.57935
H 1.50467 -1.84131 4.99567
H 3.18526 -1.58132 5.35168
H 2.63248 -2.59595 3.99360
H 4.23853 0.27777 2.54048
H 3.28582 -0.85722 1.61841
H 4.29235 -1.42792 2.83356
*
```

Calculated values
E_HOMO: -12.935 eV
Orbital gap: 7.9 eV
E_LUMO: -4.99 eV
ΔE to the lowest compared entry with this formula, charge and spin: 0.071 eV

=====

Record 2
This record from the Open Molecules 2025 dataset describes C10H13ClN3 as an isolated structure. The level of theory is ωB97M-V/def2-TZVPD.

Structure (ORCA input):
```
! RIJCOSX wB97M-V def2-TZVPD def2/J DEFGRID3
* xyz 1 1
C -3.52354 0.09812 -0.68077
C -3.54535 0.49755 0.63508
C -2.42225 -0.41977 -1.30718
C -2.32067 0.53122 1.26006
C -1.17037 -0.32725 -0.61224
C -1.11851 0.11707 0.72843
C 0.09496 -1.03360 -1.06267
C 1.19437 -0.02529 -0.98288
C 1.35969 0.22518 0.93448
C 2.43438 -0.72910 1.54187
N 0.17152 -2.22030 -1.46037
N 0.07387 -0.03182 1.42221
N 0.77881 1.40215 -1.31648
Cl 1.95669 2.04371 1.20246
H -4.39571 0.08705 -1.24717
H -4.53534 0.79399 1.07960
H -2.58805 -0.79028 -2.29699
H -2.23835 0.82832 2.27183
H 2.07887 -0.36727 -1.47451
H 3.36136 -0.87245 0.94572
H 1.93866 -1.78716 1.55358
H 2.64486 -0.23478 2.49569
H 1.08886 -2.60411 -1.68401
H 0.09962 -0.58733 2.25561
H 1.10167 2.04299 -0.54551
H -0.24437 1.53452 -1.14645
H 0.94354 1.53178 -2.35532
*
```

Calculated values
E_HOMO: -12.533 eV
Orbital gap: 9.0 eV
E_LUMO: -3.56 eV
ΔE to the lowest compared entry with this formula, charge and spin: 2.026 eV

=====

Record 3
This record from the Open Molecules 2025 dataset describes a 2-piece molecular cluster, C2H8IN2 overall. The level of theory is ωB97M-V/def2-TZVPD.

Structure (ORCA input):
```
! RIJCOSX wB97M-V def2-TZVPD def2/J DEFGRID3
* xyz 1 1
C -0.13177 -1.15256 0.13989
C -0.84149 0.10697 0.04861
N -2.08345 0.17973 0.48306
N -0.36220 1.15999 -0.61302
I 3.49854 0.00955 0.20672
H -0.82619 -1.91710 0.40088
H 0.86178 -1.09831 0.73034
H 0.31082 -1.54274 -0.88032
H -2.53007 1.02638 0.37887
H -2.48963 -0.59424 1.05685
H 0.62783 1.45321 -0.67413
H 4.85080 0.24499 -0.66781
H -0.88497 2.12412 -0.60992
*
```

Calculated values
E_HOMO: -13.360 eV
Orbital gap: 9.5 eV
E_LUMO: -3.84 eV
ΔE to the lowest compared entry with this formula, charge and spin: 0.163 eV

=====

Record 4
This record from the Open Molecules 2025 dataset describes C4H9AgO3 as an isolated structure. The level of theory is ωB97M-V/def2-TZVPD.

Structure (ORCA input):
```
! RIJCOSX wB97M-V def2-TZVPD def2/J DEFGRID3
* xyz 0 3
C -1.19256 3.22851 0.14048
O -0.40240 2.25124 0.78838
H -1.87050 3.71808 0.85278
H -0.55731 3.95760 -0.38127
H -1.78326 2.70974 -0.63349
O 1.49876 -0.24838 1.09531
C 2.59692 0.23923 1.83772
C 3.02007 1.73186 1.72421
O 3.02842 2.72412 0.73282
C 2.61275 2.29471 -0.62288
Ag 1.01426 0.80730 -0.43286
H 3.44516 -0.33912 1.39937
H 2.46439 0.08137 2.92463
H 0.19044 2.52120 1.68357
H 3.94865 1.40055 1.28544
H 3.49398 1.86999 -1.13774
H 2.34110 3.24675 -1.11256
*
```

Calculated values
E_HOMO (alpha / beta): -7.900 / -8.506 eV
Orbital gap (alpha / beta): 7.9 / 7.3 eV
E_LUMO (alpha / beta): 0.00 / -1.25 eV
ΔE to the lowest compared entry with this formula, charge and spin: 3.077 eV

=====

Record 5
This record from the Open Molecules 2025 dataset describes one molecule with the formula C15H21NO6S2. The level of theory is ωB97M-V/def2-TZVPD.

Structure (ORCA input):
```
! RIJCOSX wB97M-V def2-TZVPD def2/J DEFGRID3
* xyz 0 1
C -2.91138 -2.80099 -2.13856
C -1.46519 -2.47498 -1.74580
H -1.25016 -3.09251 -0.85280
H -0.66451 -2.75439 -2.41995
O -1.10330 -0.95787 -1.31144
C -0.96182 -0.23605 -2.19647
O -0.91639 -0.57546 -3.25313
C -0.62928 1.05945 -1.82050
C -0.28375 1.35965 -0.50880
N -0.16641 0.59624 0.47607
C 0.21214 0.68921 1.77781
C 0.29814 2.02911 2.37487
S 0.81490 2.31228 3.97211
C 0.97356 0.35652 3.87947
C 0.83295 -0.05316 2.65867
S 0.90625 -1.78075 2.34437
O -0.13712 -2.00714 1.37580
O 1.13395 -2.52125 3.49579
C 2.56606 -1.80714 1.10803
C 2.65517 -3.21741 0.80583
H 3.74559 -3.22169 0.13614
H 2.75737 -3.96716 1.73042
H 1.83686 -3.57942 0.15879
C 3.51494 -1.33881 2.27747
H 3.70830 -0.36363 2.32654
H 3.64297 -1.87274 2.98248
H 4.62222 -1.14847 1.72406
H 2.37302 -1.18804 0.34270
H 1.32719 -0.09378 4.87941
H -0.24640 3.10294 1.92871
H -0.29135 -0.55544 0.28986
H -0.10023 2.46863 -0.31948
C -0.92206 2.18456 -2.74595
O -0.48897 3.45806 -2.39958
O -1.48301 1.94549 -3.80250
C -1.69845 2.74888 -4.89689
C -2.08313 2.34754 -6.16597
H -1.83193 1.48889 -6.33910
H -3.22111 1.86340 -5.85813
H -2.36869 2.93056 -6.74272
H -0.83814 3.46453 -4.99231
H -2.46295 3.58082 -4.20732
H -2.91588 -3.86065 -2.20466
H -2.98642 -2.14506 -2.95686
H -3.44485 -2.57709 -1.34274
*
```

Calculated values
SMILES: CCOC(=O)C(=CNc1cscc1S(=O)(=O)C(C)C)C(=O)OCC
E_HOMO: -7.684 eV
Orbital gap: 7.5 eV
E_LUMO: -0.14 eV
ΔE to the lowest compared entry with this formula, charge and spin: 16.963 eV

=====

Record 6
This record from the Open Molecules 2025 dataset describes a 16-piece molecular cluster, H32O16 overall. The level of theory is ωB97M-V/def2-TZVPD.

Structure (ORCA input):
```
! RIJCOSX wB97M-V def2-TZVPD def2/J DEFGRID3
* xyz 0 1
O 0.49044 0.41208 1.11607
H 0.95690 -0.09231 1.85177
H 1.21081 1.03867 0.73051
O 0.31536 2.99214 -4.05794
H 0.76437 2.73092 -3.15657
H 1.01617 3.70743 -4.32682
O 2.25375 0.41385 -2.44390
H 1.55742 -0.16431 -2.17322
H 2.88642 -0.02289 -2.99503
O 3.67456 4.24020 -1.79068
H 2.95666 4.71761 -2.26077
H 3.33949 3.28386 -1.91968
O -1.68609 1.61875 3.01495
H -0.92197 1.60425 2.45734
H -2.24612 1.92288 2.51006
O 1.65745 -4.56769 3.34566
H 2.28507 -3.98129 2.95310
H 1.11933 -5.18741 2.86320
O -0.81192 -0.70101 3.22415
H -1.34023 0.02518 2.99555
H -0.60653 -1.19725 2.40278
O -1.88690 -0.48203 -1.27942
H -0.95466 -0.32704 -0.95096
H -1.59197 -0.88345 -2.20950
O 0.37107 -3.41835 0.44874
H -0.55858 -3.36532 0.28901
H 0.80051 -3.69180 -0.31655
O 2.79421 -2.04308 -1.48652
H 2.58186 -2.28355 -0.53697
H 1.78820 -2.32119 -1.95996
O -0.33604 -1.86195 5.36097
H -0.49179 -1.34569 4.61620
H 0.42996 -2.38927 5.28451
O -3.49149 1.31221 0.90937
H -4.45862 1.10695 0.86207
H -3.20863 0.44397 0.72778
O -3.93549 -2.37697 -2.61947
H -4.63791 -1.86111 -2.15048
H -4.19311 -2.32530 -3.50545
O -1.08556 3.44113 -0.59593
H -0.42809 2.72163 -0.62943
H -0.58377 4.12967 -0.97903
O 1.50609 -2.73585 -3.96263
H 1.88661 -2.28626 -4.72756
H 2.43003 -3.17307 -3.77170
O -0.20664 4.39362 2.76698
H -0.37739 4.80755 3.68469
H -1.03326 4.02093 2.39072
*
```

Calculated values
E_HOMO: -9.781 eV
Orbital gap: 9.2 eV
E_LUMO: -0.62 eV
ΔE to the lowest compared entry with this formula, charge and spin: 9.457 eV

=====

Record 7
This record from the Open Molecules 2025 dataset describes C7H13ClI2IrN2OP as an isolated structure. The level of theory is ωB97M-V/def2-TZVPD.

Structure (ORCA input):
```
! RIJCOSX wB97M-V def2-TZVPD def2/J DEFGRID3
* xyz 3 6
I -1.22478 2.60563 2.82607
I 0.34544 0.02626 2.70257
Ir -0.12323 -0.23518 0.21286
P 1.56021 1.04666 -0.51181
C 3.18019 0.20419 -0.33150
C 1.53053 1.48449 -2.25700
H 0.80291 3.17965 0.27866
H 2.60509 3.12303 0.07784
H 1.80574 2.36621 1.50865
C 1.71395 2.58002 0.43183
H 0.57941 1.97248 -2.48850
H 2.36032 2.16707 -2.48444
H 3.97669 0.91804 -0.59666
H 3.22161 -0.66060 -1.01059
H 1.62484 0.58622 -2.87614
H 3.32203 -0.14334 0.70131
C 0.83443 -1.79821 0.35775
O 1.45453 -2.77059 0.53568
Cl -1.43231 1.53776 -0.72195
N -3.61988 -2.57628 -0.21790
C -3.81368 -2.22055 1.10910
C -2.77785 -1.39032 1.44432
N -1.93886 -1.29882 0.35035
C -2.47253 -1.99327 -0.65700
H -4.20855 -3.17334 -0.78086
H -4.63240 -2.56112 1.70664
H -2.56913 -0.88157 2.36501
H -2.10472 -2.09453 -1.67429
*
```

Calculated values
E_HOMO (alpha / beta): -19.479 / -19.342 eV
Orbital gap (alpha / beta): 9.0 / 3.2 eV
E_LUMO (alpha / beta): -10.53 / -16.12 eV
ΔE to the lowest compared entry with this formula, charge and spin: 0.324 eV